1.
The following is a DFT calculation (ωB97M-V with the def2-TZVPD basis set) of 8 unconnected molecules or ions with the total composition C16H28BNO32S6.

Each line ends with the Mulliken charge.
CARTESIAN COORDINATES (ANGSTROEM)
N: 0.044 -0.908 -0.416  0.994
H: 0.645 -1.424 0.222  0.147
H: 0.629 -0.558 -1.187  0.438
H: -0.428 -0.147 0.070  -0.266
H: -0.572 -1.556 -0.912  0.305
O: 3.669 5.739 -5.293  -0.585
C: 3.178 5.417 -4.254  0.606
O: 3.374 4.293 -3.597  -0.503
B: 2.496 4.227 -2.411  1.186
O: 1.712 5.456 -2.440  -0.499
C: 2.112 6.226 -3.452  0.564
O: 1.684 7.306 -3.722  -0.591
O: 1.692 2.996 -2.448  -0.432
C: 1.971 2.240 -1.408  0.608
O: 1.612 1.104 -1.251  -0.853
C: 2.983 3.019 -0.535  0.328
O: 3.277 4.135 -1.152  -0.551
O: 3.383 2.646 0.535  -0.575
C: -2.763 3.885 0.593  -0.362
C: -3.270 3.264 1.866  0.019
O: -4.144 2.207 1.370  -0.373
S: -3.464 1.529 0.105  0.860
O: -4.432 1.174 -0.872  -0.613
O: -2.531 0.525 0.506  -0.205
O: -2.683 2.850 -0.384  -0.272
H: -1.782 4.348 0.697  0.309
H: -3.414 4.693 0.246  0.328
H: -3.850 3.918 2.504  0.359
H: -2.457 2.763 2.391  -0.075
C: -3.342 -2.551 1.372  -0.131
C: -3.794 -3.974 1.047  -0.450
O: -3.052 -4.290 -0.134  -0.397
S: -1.559 -3.773 0.022  1.143
O: -0.990 -3.357 -1.216  -0.626
O: -0.808 -4.692 0.799  -0.571
O: -2.004 -2.497 0.904  -0.030
H: -3.323 -2.457 2.459  0.143
H: -3.949 -1.769 0.923  0.226
H: -4.849 -4.098 0.832  0.334
H: -3.492 -4.660 1.841  0.266
C: -1.140 -4.066 5.190  -0.407
C: -1.291 -2.577 5.613  -0.407
O: -0.646 -1.821 4.599  -0.262
S: 0.402 -2.737 3.793  0.839
O: 1.574 -2.975 4.564  -0.601
O: 0.499 -2.233 2.480  -0.095
O: -0.544 -4.019 3.908  -0.315
H: -2.101 -4.566 5.135  0.332
H: -0.507 -4.563 5.925  0.274
H: -0.866 -2.364 6.592  0.274
H: -2.338 -2.279 5.652  0.284
C: 2.040 0.490 3.922  -0.417
C: 2.849 1.744 3.551  -0.362
O: 1.923 2.650 2.958  -0.273
S: 0.422 2.093 2.942  0.912
O: -0.164 2.305 1.667  -0.312
O: -0.239 2.563 4.116  -0.732
O: 0.857 0.579 3.123  -0.062
H: 1.663 0.472 4.947  0.285
H: 2.495 -0.467 3.685  0.322
H: 3.601 1.547 2.792  0.307
H: 3.266 2.139 4.476  0.311
C: 5.005 -3.441 -2.662  -0.293
C: 4.091 -4.127 -3.685  -0.309
O: 2.992 -4.622 -2.971  -0.367
S: 2.706 -3.785 -1.619  1.078
O: 2.452 -4.717 -0.588  -0.571
O: 1.825 -2.711 -1.937  -0.358
O: 4.178 -3.152 -1.537  -0.334
H: 5.378 -2.490 -3.040  0.275
H: 5.856 -4.036 -2.330  0.259
H: 4.614 -4.905 -4.242  0.319
H: 3.839 -3.404 -4.467  0.269
C: -2.005 2.612 -4.496  -0.349
C: -3.055 1.650 -3.927  0.375
O: -2.694 0.381 -4.441  -0.365
S: -1.102 0.258 -4.402  0.849
O: -0.637 -0.374 -5.581  -0.602
O: -0.722 -0.237 -3.120  -0.267
O: -0.802 1.820 -4.470  -0.256
H: -1.800 3.413 -3.786  0.318
H: -2.257 3.042 -5.463  0.243
H: -4.073 1.872 -4.240  0.392
H: -3.055 1.788 -2.845  -0.405

Values from the calculation:
E_HOMO	-0.3268	Ha
energy	-149744.330	eV
orbital gap	8.54	eV
spin multiplicity	1

=====

2.
The following is a DFT calculation (ωB97M-V with the def2-TZVPD basis set) of 2 unconnected molecules or ions with the total composition C4H6N4O.

Each line ends with the Mulliken charge.
CARTESIAN COORDINATES (ANGSTROEM)
C: -0.310 -0.971 -2.226  -0.534
C: -0.152 -0.291 -1.047  0.100
C: -0.688 -0.994 0.021  0.583
C: 1.210 2.280 1.196  0.090
N: -0.917 -2.103 -1.927  -0.632
N: -1.141 -2.116 -0.581  0.192
N: -0.824 -0.666 1.314  -0.377
N: 1.531 2.083 -0.028  -0.441
O: 0.583 1.568 1.980  -0.747
H: -0.024 -0.728 -3.226  0.447
H: 1.570 3.263 1.629  0.306
H: -1.633 -2.898 -0.181  0.200
H: -0.297 0.170 1.616  0.375
H: -0.945 -1.395 1.990  0.245
H: 2.036 2.798 -0.530  0.193

Values from the calculation:
E_HOMO (spin up / spin down)	-0.3158 / -0.3147	Ha
energy	-12247.108	eV
orbital gap (spin up / spin down)	5.78 / 5.55	eV
spin multiplicity	1

=====

3.
The following is a DFT calculation (ωB97M-V with the def2-TZVPD basis set) of a molecular structure, C54H70GeP2PtSi.

Each line ends with the Mulliken charge.
CARTESIAN COORDINATES (ANGSTROEM)
Pt: -0.543 0.307 1.136  2.433
C: 1.343 -2.559 1.357  -1.345
Si: 1.013 -0.996 2.314  0.545
C: 2.491 0.147 2.392  1.140
C: 3.471 0.025 3.373  -0.579
C: 4.575 0.869 3.379  -0.976
C: 4.716 1.841 2.400  -0.992
C: 3.752 1.979 1.410  -0.648
C: 2.641 1.142 1.411  0.857
P: 1.350 1.239 0.157  -2.487
C: 1.841 0.216 -1.295  1.929
C: 3.342 0.231 -1.624  -0.663
C: 3.629 -0.770 -2.743  -0.948
C: 2.794 -0.481 -3.986  -1.096
C: 1.307 -0.453 -3.650  0.486
C: 0.996 0.541 -2.533  -1.151
C: 0.924 2.922 -0.406  0.368
C: 0.276 3.766 0.702  -0.043
C: -0.009 5.158 0.142  -0.894
C: 1.304 5.911 -0.142  -1.006
C: 2.477 4.949 -0.358  -0.874
C: 2.054 3.705 -1.138  -0.649
C: 0.185 -1.438 3.927  0.558
C: 0.667 -2.461 4.744  -0.739
C: -0.036 -2.852 5.876  -0.981
C: -1.246 -2.248 6.193  -0.727
C: -1.743 -1.228 5.397  -1.008
C: -1.018 -0.815 4.282  0.507
P: -1.551 0.552 3.244  -1.790
C: -3.294 0.357 2.715  1.071
C: -4.410 0.852 3.644  -1.024
C: -5.757 0.315 3.130  -0.888
C: -5.808 0.231 1.596  -0.695
C: -4.915 1.294 0.969  -1.023
C: -3.441 1.025 1.323  -0.352
C: -1.223 2.210 3.945  1.014
C: 0.282 2.531 4.010  -0.062
C: 0.980 2.000 5.260  -0.376
C: 0.288 2.504 6.520  -1.346
C: -1.168 2.060 6.532  -0.486
C: -1.919 2.535 5.289  -1.123
H: 2.054 -3.168 1.925  0.510
H: 1.784 -2.388 0.375  0.322
H: 0.426 -3.141 1.249  0.396
H: 3.375 -0.723 4.152  0.492
H: 5.326 0.769 4.152  0.460
H: 5.577 2.496 2.406  0.503
H: 3.878 2.739 0.650  0.545
H: 1.594 -0.807 -0.983  -0.795
H: 3.931 -0.013 -0.738  0.476
H: 3.644 1.230 -1.951  0.055
H: 3.414 -1.784 -2.384  0.320
H: 4.692 -0.746 -2.987  0.483
H: 2.992 -1.228 -4.757  0.448
H: 3.078 0.489 -4.406  0.431
H: 1.034 -1.471 -3.298  -0.996
H: 0.703 -0.228 -4.532  0.698
H: -0.076 0.530 -2.295  0.324
H: 1.230 1.549 -2.886  0.431
H: 0.135 2.703 -1.137  0.897
H: 0.942 3.842 1.564  0.157
H: -0.644 3.283 1.048  -0.133
H: -0.633 5.725 0.832  0.426
H: -0.591 5.047 -0.778  0.365
H: 1.541 6.574 0.690  0.385
H: 1.177 6.550 -1.016  0.415
H: 2.895 4.656 0.609  0.123
H: 3.282 5.450 -0.896  0.638
H: 2.920 3.075 -1.344  -0.007
H: 1.672 4.012 -2.114  0.562
H: 1.589 -2.976 4.498  0.470
H: 0.351 -3.645 6.502  0.464
H: -1.802 -2.572 7.062  0.499
H: -2.683 -0.757 5.658  0.432
H: -3.396 -0.728 2.605  0.501
H: -4.407 1.945 3.647  0.484
H: -4.257 0.534 4.675  0.249
H: -6.550 0.968 3.497  0.430
H: -5.942 -0.670 3.560  0.327
H: -6.834 0.346 1.250  0.469
H: -5.484 -0.759 1.257  0.285
H: -5.202 2.280 1.340  0.371
H: -5.032 1.327 -0.114  0.505
H: -2.886 1.971 1.288  0.064
H: -3.007 0.353 0.557  -0.111
H: -1.676 2.849 3.174  0.776
H: 0.367 3.622 4.006  1.017
H: 0.787 2.175 3.110  -0.926
H: 2.023 2.320 5.236  0.594
H: 0.988 0.904 5.261  -0.065
H: 0.343 3.596 6.554  0.394
H: 0.801 2.136 7.410  0.501
H: -1.681 2.454 7.411  0.508
H: -1.206 0.972 6.616  0.054
H: -1.980 3.628 5.322  0.537
H: -2.948 2.180 5.301  0.215
C: -1.210 -2.550 -1.797  -0.670
Ge: -0.887 -2.795 -3.692  0.389
C: -1.945 -1.763 -4.858  0.710
C: -2.593 -0.633 -4.341  -0.227
C: -3.431 0.113 -5.149  -0.741
C: -3.644 -0.278 -6.466  -0.484
C: -3.023 -1.409 -6.981  -0.782
C: -2.171 -2.153 -6.184  -0.172
C: 0.309 -4.169 -4.154  0.983
C: 0.342 -5.228 -3.262  -0.455
C: 1.054 -6.400 -3.556  -1.042
C: 1.741 -6.488 -4.736  -0.744
C: 1.766 -5.417 -5.662  0.681
C: 2.508 -5.511 -6.864  -0.832
C: 2.547 -4.467 -7.742  -0.758
C: 1.852 -3.276 -7.449  -1.007
C: 1.126 -3.158 -6.296  -0.151
C: 1.047 -4.230 -5.378  0.664
H: -2.171 -2.997 -1.534  0.606
H: -1.250 -1.491 -1.528  -0.137
H: -0.423 -3.038 -1.225  0.194
H: -2.450 -0.343 -3.305  0.228
H: -3.933 0.987 -4.758  0.443
H: -4.308 0.300 -7.095  0.427
H: -3.210 -1.713 -8.002  0.438
H: -1.698 -3.040 -6.586  0.503
H: -0.205 -5.178 -2.325  0.352
H: 1.050 -7.225 -2.858  0.438
H: 2.289 -7.390 -4.976  0.446
H: 3.048 -6.426 -7.073  0.444
H: 3.113 -4.546 -8.660  0.431
H: 1.898 -2.447 -8.144  0.468
H: 0.613 -2.225 -6.084  0.443

Values from the calculation:
expectation value of S²	0.755
E_HOMO (spin up / spin down)	-0.5397 / -0.5397	Ha
energy	-143331.754	eV
charge	+3
orbital gap (spin up / spin down)	6.63 / 4.69	eV
spin multiplicity	2

=====

4.
The following is a DFT calculation (ωB97M-V with the def2-TZVPD basis set) of a molecular structure, C4H7Cl2NO.

Each line ends with the Mulliken charge.
CARTESIAN COORDINATES (ANGSTROEM)
C: 1.537 0.938 -0.782  -0.521
C: 0.821 1.249 0.391  -0.218
C: 2.679 -0.253 -0.677  0.018
C: -1.234 -1.282 0.015  -0.372
N: -0.428 0.850 0.682  0.012
O: -1.162 0.094 -0.298  -0.325
Cl: 4.118 0.414 0.142  -0.223
Cl: 2.290 -1.552 0.216  -0.158
H: 0.760 0.521 -1.480  0.259
H: 2.070 1.814 -1.228  0.385
H: 1.280 1.708 1.292  0.308
H: -1.935 -1.573 -0.857  0.193
H: -1.826 -1.473 0.840  0.327
H: -0.214 -1.603 -0.087  0.117
H: -0.824 0.914 1.543  0.197

Values from the calculation:
E_HOMO (spin up / spin down)	-0.2855 / -0.2362	Ha
energy	-32837.779	eV
orbital gap (spin up / spin down)	8.38 / 5.96	eV
spin multiplicity	1

=====

5.
The following is a DFT calculation (ωB97M-V with the def2-TZVPD basis set) of 2 unconnected molecules or ions with the total composition C3H9NS.

Each line ends with the Mulliken charge.
CARTESIAN COORDINATES (ANGSTROEM)
C: 2.540 -0.972 0.416  -0.758
C: -2.579 -0.905 0.296  -0.879
C: 0.036 1.936 -0.605  -0.758
N: 1.655 0.150 0.011  -0.289
S: 0.219 0.603 0.635  0.109
H: 2.808 -1.589 -0.433  0.255
H: 2.287 -1.552 1.285  0.286
H: 3.440 -0.536 0.742  0.299
H: -2.898 -0.471 1.206  0.321
H: -2.621 -2.051 0.188  0.245
H: -2.428 -0.277 -0.563  0.300
H: -0.743 1.806 -1.392  0.277
H: 0.890 1.920 -1.182  0.332
H: -0.101 2.859 -0.049  0.261

Values from the calculation:
E_HOMO (spin up / spin down)	-0.3090 / -0.2793	Ha
energy	-15577.767	eV
orbital gap (spin up / spin down)	8.76 / 7.98	eV
spin multiplicity	1

=====

6.
The following is a DFT calculation (ωB97M-V with the def2-TZVPD basis set) of 2 unconnected molecules or ions with the total composition C11H6N7O8.

Each line ends with the Mulliken charge.
CARTESIAN COORDINATES (ANGSTROEM)
C: 4.445 0.712 2.104  -0.899
N: 3.604 1.215 1.052  0.142
C: 2.365 0.498 0.838  0.329
O: 2.305 -0.578 1.460  -0.717
N: 1.462 1.051 -0.005  -0.275
C: 2.073 1.575 -1.129  0.167
O: 1.621 1.438 -2.284  -0.710
C: 3.314 2.369 -0.918  -0.802
C: 4.066 2.116 0.170  0.222
H: 5.355 1.298 2.188  0.300
H: 3.897 0.724 3.058  0.245
H: 4.701 -0.333 1.881  0.284
H: 3.639 3.088 -1.642  0.392
H: 5.043 2.530 0.449  0.264
O: -6.380 -1.094 -0.848  -0.694
N: -5.230 -1.349 -1.164  0.736
C: -3.972 -0.988 -0.726  0.095
C: -3.026 -1.667 -1.510  0.820
N: -3.652 -2.421 -2.461  -0.466
O: -4.990 -2.193 -2.271  -0.188
C: -1.596 -1.555 -1.184  -0.442
N: -0.632 -2.456 -1.760  0.925
O: -0.984 -3.459 -2.416  -0.601
O: 0.574 -2.176 -1.591  -0.543
C: -1.164 -0.609 -0.204  -0.387
C: -2.159 -0.025 0.583  0.400
N: -2.086 0.638 1.823  0.748
O: -1.166 1.031 2.508  -0.633
O: -3.426 0.787 2.294  -0.172
N: -4.329 0.389 1.349  -0.509
C: -3.563 -0.136 0.326  0.388
H: -0.111 -0.421 0.031  0.581

Values from the calculation:
E_HOMO	-0.1771	Ha
energy	-38304.228	eV
charge	-1
orbital gap	5.40	eV
spin multiplicity	1

=====

7.
The following is a DFT calculation (ωB97M-V with the def2-TZVPD basis set) of a molecular structure, C41H58AgAsN6S.

Each line ends with the Mulliken charge.
CARTESIAN COORDINATES (ANGSTROEM)
Ag: -1.040 -0.766 0.957  -0.741
C: 2.246 -3.362 -3.891  -1.014
C: 1.785 -4.730 -3.474  1.450
C: 1.554 -5.729 -4.413  -0.569
C: 1.200 -7.018 -4.037  -0.667
C: 1.068 -7.324 -2.691  -0.560
C: 1.258 -6.336 -1.738  -0.696
C: 1.607 -5.040 -2.115  -0.638
N: 1.816 -4.046 -1.152  0.510
C: 1.071 -2.840 -1.057  -0.592
N: -0.128 -2.898 -1.701  0.094
C: -1.067 -1.863 -2.034  1.475
C: -1.369 -0.811 -1.157  -1.236
C: -2.254 0.143 -1.694  0.538
C: -2.840 0.040 -2.948  -1.213
C: -2.586 -1.079 -3.727  -0.705
C: -1.700 -2.049 -3.279  1.070
C: -1.476 -3.279 -4.127  -1.272
N: 1.520 -1.840 -0.415  1.178
C: 2.816 -1.868 0.105  -1.046
C: 3.883 -1.403 -0.667  0.240
C: 5.170 -1.342 -0.154  -1.319
C: 5.407 -1.748 1.151  -0.770
C: 4.348 -2.221 1.918  -0.951
C: 3.049 -2.300 1.425  1.141
C: 1.921 -2.827 2.260  -1.042
H: 2.750 -3.407 -4.857  0.574
H: 2.933 -2.954 -3.149  0.068
H: 1.416 -2.655 -3.968  0.150
H: 1.681 -5.492 -5.463  0.370
H: 1.035 -7.777 -4.791  0.365
H: 0.794 -8.325 -2.381  0.375
H: 1.117 -6.548 -0.685  0.467
H: 2.260 -4.315 -0.288  0.339
H: -0.294 -3.778 -2.157  0.111
H: -2.536 0.986 -1.069  0.139
H: -3.528 0.803 -3.299  0.360
H: -3.080 -1.214 -4.686  0.279
H: -2.155 -3.267 -4.982  0.415
H: -1.674 -4.207 -3.579  0.340
H: -0.458 -3.353 -4.517  0.091
H: 3.673 -1.073 -1.678  0.557
H: 5.980 -0.966 -0.769  0.369
H: 6.404 -1.692 1.573  0.363
H: 4.528 -2.540 2.940  0.390
H: 2.292 -3.199 3.217  0.441
H: 1.394 -3.643 1.755  0.149
H: 1.146 -2.067 2.460  0.016
C: 0.891 1.207 3.267  0.062
C: -0.057 0.807 4.352  -0.720
C: -0.046 1.460 5.573  0.355
C: -0.856 1.084 6.648  -1.015
C: -1.680 -0.045 6.450  -0.568
C: -1.717 -0.749 5.273  1.455
C: -2.602 -1.947 5.113  -1.461
C: -0.908 -0.374 4.093  0.162
N: -0.948 -1.054 2.998  -0.784
H: 1.425 2.131 3.524  0.264
H: 0.364 1.341 2.315  -0.857
H: 1.627 0.417 3.066  0.072
H: 0.637 2.305 5.696  0.254
H: -0.841 1.621 7.590  0.333
H: -2.321 -0.377 7.269  0.216
H: -3.278 -2.059 5.969  0.405
H: -2.013 -2.866 5.002  0.187
H: -3.176 -1.865 4.185  0.222
C: 4.459 3.030 0.417  -1.485
C: 3.457 2.065 1.037  -0.238
As: 1.778 1.710 0.044  0.925
C: 1.055 3.552 0.092  -0.494
C: -0.100 3.720 -0.889  -0.823
C: 2.517 1.731 -1.801  -0.946
C: 1.563 1.018 -2.759  -0.838
H: 5.338 3.155 1.057  0.445
H: 4.026 4.021 0.263  0.292
H: 4.811 2.672 -0.552  0.284
H: 3.136 2.411 2.022  0.409
H: 3.915 1.085 1.193  -0.012
H: 1.841 4.290 -0.093  0.420
H: 0.696 3.688 1.116  0.074
H: 0.240 3.622 -1.923  0.320
H: -0.580 4.697 -0.785  0.385
H: -0.864 2.956 -0.719  -0.031
H: 3.469 1.196 -1.758  0.447
H: 2.735 2.754 -2.125  0.545
H: 1.371 -0.002 -2.419  -0.149
H: 1.962 0.980 -3.779  0.470
H: 0.587 1.505 -2.799  0.228
C: -4.466 6.034 0.902  -1.305
C: -4.216 4.845 1.812  -0.072
N: -3.002 4.138 1.397  -0.036
C: -2.728 2.984 2.205  -0.126
S: -3.299 1.482 1.837  -0.271
N: -1.918 3.192 3.248  0.402
C: -1.544 4.460 3.829  -0.699
C: -2.323 4.752 5.109  -1.353
H: -5.351 6.589 1.220  0.416
H: -4.628 5.704 -0.127  0.303
H: -3.607 6.707 0.906  0.284
H: -5.081 4.168 1.809  0.338
H: -4.081 5.185 2.841  0.106
H: -3.167 3.758 0.470  0.322
H: -1.714 2.354 3.803  -0.434
H: -1.689 5.237 3.078  0.533
H: -0.476 4.422 4.061  0.385
H: -3.397 4.778 4.916  0.270
H: -2.021 5.712 5.534  0.396
H: -2.137 3.968 5.846  0.336

Values from the calculation:
E_HOMO	0.0313	Ha
energy	-128070.652	eV
charge	-2
orbital gap	3.12	eV
spin multiplicity	1

=====

8.
The following is a DFT calculation (ωB97M-V with the def2-TZVPD basis set) of a molecular structure, C2H3FNaO.

Each line ends with the Mulliken charge.
CARTESIAN COORDINATES (ANGSTROEM)
C: -0.115 0.955 -0.268  -0.295
C: -1.038 1.886 -0.015  -0.717
F: 1.246 1.462 0.098  -0.344
H: -0.800 2.942 0.169  0.251
H: -2.046 1.551 0.252  0.209
Na: 1.190 -1.170 0.328  0.820
O: 0.893 -3.475 0.040  -1.040
H: 0.669 -4.151 -0.603  0.115

Values from the calculation:
E_HOMO	-0.1402	Ha
energy	-11303.049	eV
charge	-1
orbital gap	6.46	eV
spin multiplicity	1